Here is a structure of composition C11H9BrIrN2O2 from the OMol25 dataset. Energies are from ωB97M-V/def2-TZVPD.

Properties
* largest force on an atom: 0.39 eV Å⁻¹
* HOMO energy (alpha / beta): -12.635 / -12.570 eV
* Kohn-Sham gap (alpha / beta): 5.828 / 6.350 eV
* energy above the lowest of the compared OMol25 structures with the same formula, charge and spin: 12.7 kcal per mole

Structure (ORCA input):
```
! wB97M-V def2-TZVPD RIJCOSX def2/J DEFGRID3
* xyz 1 1
Ir 0.5723 -0.5151 1.6944
N -0.6579 0.3933 3.1003
N -0.2558 -0.0617 4.3697
C 0.7936 -0.9703 4.4901
O 1.1619 -1.3828 5.5438
O 1.3246 -1.3160 3.2972
H -0.5612 1.4065 3.0441
H -1.6299 0.1380 2.9305
H -0.7394 0.2734 5.1867
Br 2.1045 -1.7011 0.2018
C 1.3665 -1.0179 -1.4153
C 1.8860 -1.3802 -2.6291
C 1.3055 -0.8508 -3.7915
C 0.2418 0.0086 -3.7013
C -0.2832 0.3726 -2.4426
C -1.3790 1.2561 -2.3260
C -1.8938 1.6135 -1.0965
C -1.3257 1.0954 0.0583
C -0.2260 0.2026 0.0576
C 0.2856 -0.1476 -1.2561
H 2.7253 -2.0594 -2.6965
H 1.7065 -1.1291 -4.7558
H -0.2081 0.4181 -4.5965
H -1.8184 1.6572 -3.2317
H -2.7332 2.2920 -1.0367
H -1.7627 1.4048 1.0010
*
```

natural (NBO) population analysis, charges in e, atoms 1 to 4:
1. Ir 0.86
2. N -0.59
3. N -0.52
4. C 0.86

Here is the molecule C11H9Cl from the OMol25 dataset. Energies are from ωB97M-V/def2-TZVPD.

Properties
* largest force on an atom: 7.23 eV Å⁻¹
* HOMO energy (alpha / beta): -5.472 / -9.350 eV
* Kohn-Sham gap (alpha / beta): 6.412 / 6.851 eV
* energy above the lowest of the compared OMol25 structures with the same formula, charge and spin: 0.0 kcal per mole

Structure (ORCA input):
```
! wB97M-V def2-TZVPD RIJCOSX def2/J DEFGRID3
* xyz 0 3
C 2.7251 -0.3093 0.1495
C 2.0108 -1.0017 1.1938
C 2.1637 0.1636 -0.9945
C 0.6264 -1.0689 1.1260
C 0.7050 0.0635 -1.1280
C -0.0107 -0.4750 -0.0258
C -0.2593 0.5176 -2.0700
C -1.5271 0.2966 -1.7031
C -1.5822 1.4205 1.4224
C -2.1118 0.3604 0.8260
C -1.5069 -0.3637 -0.3254
Cl -2.1889 -2.0628 -0.4360
H 3.8347 -0.2099 0.3767
H 2.3860 -1.5033 2.1199
H 2.6945 0.6002 -1.7661
H 0.0310 -1.4570 1.9777
H 0.0367 0.9865 -3.0985
H -2.4870 0.5239 -2.2786
H -1.9233 1.7788 2.3045
H -0.7314 1.8660 1.0136
H -2.8855 -0.1262 1.3162
*
```

Löwdin population analysis, charges in e, atoms 1 to 4:
1. C -0.09
2. C -0.08
3. C -0.02
4. C -0.03

Here is the molecule C11H9NO3 from the OMol25 dataset. Energies are from ωB97M-V/def2-TZVPD.

Properties
* largest force on an atom: 6.57 eV Å⁻¹
* HOMO energy (alpha / beta): -6.697 / -9.737 eV
* Kohn-Sham gap (alpha / beta): 7.111 / 6.867 eV

Structure (ORCA input):
```
! wB97M-V def2-TZVPD RIJCOSX def2/J DEFGRID3
* xyz 0 3
C 0.9868 1.8482 2.2781
C 1.2707 0.5424 2.8488
C 0.2026 2.0020 1.1721
C 0.8314 -0.5572 2.2139
C -0.1294 0.8224 0.3528
C 0.0060 -0.4914 1.0767
C -0.5740 1.1246 -0.8723
C -1.9383 -1.3305 0.0656
C -1.5494 -1.6101 -1.4209
C -0.3207 -1.0817 -2.1350
C -0.5163 0.3592 -2.2668
N -0.9429 -1.3805 0.9894
O -0.9704 2.3612 -1.1160
O -3.1128 -1.3769 0.3124
O -0.6016 1.0597 -3.2426
H 1.4607 2.6790 2.7415
H 1.8153 0.5100 3.7483
H -0.3588 2.9061 0.8210
H 0.9541 -1.4667 2.6388
H -1.4985 -2.6893 -1.6644
H -2.4896 -1.3152 -2.1469
H 0.5515 -1.2108 -1.4423
H -0.1706 -1.4476 -3.1739
H -0.9060 2.4613 -2.0336
*
```

natural (NBO) population analysis, charges in e, atoms 1 to 4:
1. C -0.14
2. C -0.24
3. C -0.17
4. C -0.14

Here is a structure of composition C11H9NS2 from the OMol25 dataset. Energies are from ωB97M-V/def2-TZVPD.

Properties
* largest force on an atom: 6.26 eV Å⁻¹
* HOMO energy: -8.940 eV
* Kohn-Sham gap: 9.415 eV
* energy above the lowest of the compared OMol25 structures with the same formula, charge and spin: 56.5 kcal per mole

Structure (ORCA input):
```
! wB97M-V def2-TZVPD RIJCOSX def2/J DEFGRID3
* xyz 0 1
C 0.2456 1.8294 -1.3683
C 3.1138 -0.3865 1.2989
C -3.2710 0.4084 1.0607
C 2.0612 0.4626 0.8113
C -2.4035 0.8144 0.0358
C 3.1682 -1.5937 0.6620
C -2.6929 -0.4419 1.9736
C 1.4129 -0.1091 -0.2581
C -1.1584 0.2992 0.2347
C -0.2008 -0.3804 -2.2069
C 0.2720 0.4954 -1.0467
N -0.0780 2.8399 -1.8022
S 2.0337 -1.6802 -0.7025
S -0.9595 -0.7148 1.6061
H 3.6296 -0.1645 2.1889
H -4.3521 0.4992 1.0829
H 2.0444 1.5690 1.1025
H -2.5276 1.6197 -0.7488
H 3.7975 -2.5335 0.7525
H -3.1624 -0.8855 2.8477
H 0.0192 0.0170 -3.2206
H 0.2918 -1.3233 -2.1735
H -1.2835 -0.6409 -2.1300
*
```

natural (NBO) population analysis, charges in e, atoms 1 to 4:
1. C 0.27
2. C -0.25
3. C -0.25
4. C -0.25

Here is a structure of composition C126H114B3O50Zn from the OMol25 dataset. Energies are from ωB97M-V/def2-TZVPD.

Properties
* largest force on an atom: 5.66 eV Å⁻¹
* HOMO energy: -6.328 eV
* Kohn-Sham gap: 6.939 eV

Structure (ORCA input):
```
! wB97M-V def2-TZVPD RIJCOSX def2/J DEFGRID3
* xyz -1 1
Zn -3.4223 -0.6572 -1.4000
O -8.2726 0.9354 -1.7846
C -7.5841 1.1184 -2.7998
O -7.8714 1.7679 -3.9155
B -6.7283 1.7185 -4.8908
O -5.7423 0.8637 -4.2128
C -6.1138 0.6001 -3.0350
O -5.4203 0.0287 -2.1636
O -6.1213 3.0486 -5.1901
C -6.3633 3.3898 -6.4145
O -6.2204 4.4587 -6.9754
C -6.9201 2.1192 -7.1412
O -7.1392 1.1867 -6.1835
O -7.1065 1.9881 -8.3837
O -0.8570 -0.6526 -4.8482
C -1.3801 0.3873 -5.0258
O -1.3477 1.1354 -6.0570
B -2.1073 2.4024 -5.8139
O -2.6355 2.2501 -4.4563
C -2.2697 1.0274 -3.9348
O -2.6158 0.5506 -2.8317
O -3.2806 2.6993 -6.6728
C -3.0952 3.9621 -7.0616
O -3.6681 4.6984 -7.8624
C -1.7293 4.4580 -6.4861
O -1.1836 3.4775 -5.9243
O -1.2691 5.5814 -6.6767
O 0.8010 -0.0685 -2.5477
C 0.6916 0.0999 -1.3119
O 1.6665 0.5264 -0.4739
B 1.3008 0.3501 0.9741
O -0.1071 0.0034 0.9073
C -0.4773 -0.2560 -0.3154
O -1.6013 -0.6649 -0.6819
O 1.5051 1.5991 1.6621
C 2.2928 1.4275 2.7431
O 2.7052 2.2871 3.5312
C 2.6847 -0.0975 2.7791
O 2.0828 -0.6126 1.7147
O 3.2732 -0.7366 3.5558
C 3.1661 5.6337 6.6172
C 4.3906 6.2449 6.5884
C 5.5965 5.5891 6.4432
C 5.5895 4.2545 6.0664
C 4.3207 3.5352 6.0958
C 3.1334 4.2710 6.3205
H 2.2961 6.2452 6.8060
H 4.3420 7.3070 6.7783
H 6.5506 6.0942 6.4124
H 6.4706 3.7317 5.7246
H 4.3340 2.4990 5.7915
H 2.1430 3.8888 6.1217
C 7.5139 0.4587 -3.1399
C 6.6433 -0.5603 -2.7731
C 5.3070 -0.3415 -3.0739
C 4.8781 0.8410 -3.7310
C 5.7170 1.8817 -3.9136
C 7.0113 1.7055 -3.5829
H 8.5827 0.4705 -2.9852
H 7.0129 -1.4820 -2.3484
H 4.4916 -1.0451 -2.9935
H 3.8533 1.0417 -4.0065
H 5.2198 2.8251 -4.0841
H 7.6697 2.5597 -3.6407
C -0.7487 3.1824 7.5497
C -0.1355 2.3989 6.5346
C 0.7274 1.4306 6.8690
C 1.0446 1.1348 8.1683
C 0.5351 1.8928 9.1500
C -0.3435 2.8945 8.8867
H -1.4343 3.9283 7.1756
H -0.3976 2.5806 5.5027
H 1.1217 0.7272 6.1505
H 1.7333 0.3143 8.3058
H 0.6145 1.5746 10.1790
H -0.9422 3.2903 9.6937
C 6.5755 1.0659 0.8582
C 5.6465 1.8169 0.1012
C 5.2466 3.0893 0.5373
C 5.6094 3.6381 1.7357
C 6.4005 2.7707 2.5292
C 6.9167 1.5292 2.1274
H 6.6988 0.0189 0.6235
H 5.2394 1.3451 -0.7808
H 4.5611 3.6523 -0.0787
H 5.1386 4.5105 2.1641
H 6.5891 2.9483 3.5777
H 7.5214 0.9202 2.7829
C -3.1589 4.8969 2.5350
C -2.4244 3.7427 2.6482
C -2.8064 2.7721 3.6151
C -3.7633 3.0662 4.5477
C -4.5199 4.1832 4.4632
C -4.2315 5.1410 3.4665
H -2.7999 5.6587 1.8588
H -1.5419 3.6777 2.0290
H -2.2635 1.8452 3.7276
H -3.9550 2.3694 5.3502
H -5.3509 4.3506 5.1324
H -4.8243 6.0398 3.3814
C 1.9862 3.9495 -0.7687
C 1.0138 4.8748 -0.7793
C 0.3689 5.2562 -1.9748
C 0.6509 4.5055 -3.1453
C 1.6724 3.5465 -3.1034
C 2.3127 3.2945 -1.9135
H 2.5263 3.6698 0.1238
H 0.6618 5.2590 0.1667
H -0.4883 5.9133 -1.9732
H 0.0466 4.7484 -4.0068
H 1.9759 2.8810 -3.8979
H 3.0393 2.5004 -1.8255
C 3.2140 -5.2080 -1.9061
C 2.1440 -4.9347 -1.0634
C 2.2345 -3.8728 -0.2076
C 3.3985 -3.0703 -0.1289
C 4.4633 -3.3393 -1.0315
C 4.4194 -4.4420 -1.8659
O 5.4528 -4.8063 -2.7040
O 1.2018 -3.5213 0.5782
H 3.2731 -6.0522 -2.5772
H 1.2507 -5.5406 -1.0970
H 3.3358 -2.2462 0.5663
H 5.3786 -2.7664 -1.0501
H 5.4181 -5.7153 -3.0110
H 1.5707 -2.9460 1.2525
C 2.4038 -1.7607 -5.3405
C 3.4056 -1.7641 -6.2967
C 4.1167 -2.9596 -6.6411
C 3.6886 -4.1734 -6.0281
C 2.6586 -4.1238 -5.0872
C 2.0528 -2.9208 -4.6694
O 1.0389 -2.9017 -3.7553
O 5.0202 -2.8494 -7.7340
H 2.0486 -0.7728 -5.0868
H 3.6286 -0.8621 -6.8472
H 4.0980 -5.0678 -6.4740
H 2.3713 -5.0823 -4.6809
H 1.0433 -2.0537 -3.3054
H 5.3442 -1.9481 -7.7994
C -2.9082 2.6124 -0.6455
C -3.1038 3.8433 -1.2513
C -4.4166 4.3927 -1.1989
C -5.5039 3.6698 -0.8416
C -5.3361 2.3621 -0.3468
C -4.0414 1.8522 -0.2712
O -3.8228 0.5600 0.2111
O -4.4855 5.7018 -1.5739
H -1.8826 2.3285 -0.4614
H -2.2370 4.4437 -1.4850
H -6.5075 4.0634 -0.7758
H -6.0927 1.6507 -0.0503
H -4.0794 0.5203 1.1354
H -4.9536 6.1728 -0.8806
C -5.6183 -3.9719 0.6494
C -6.8164 -4.2601 1.3110
C -7.6728 -3.2590 1.5270
C -7.5395 -1.9954 0.9152
C -6.3580 -1.6060 0.3204
C -5.3947 -2.6365 0.0351
O -4.1293 -2.3102 -0.5140
O -8.7183 -3.4143 2.4276
H -4.8324 -4.7117 0.6110
H -6.9874 -5.2236 1.7681
H -8.2242 -1.2264 1.2411
H -6.2233 -0.5556 0.1085
H -3.7234 -3.1032 -0.1564
H -9.2612 -2.6245 2.4828
C 1.6165 7.6911 2.8799
C 1.6881 6.2855 2.9034
C 0.6251 5.5717 3.4421
C -0.4156 6.2454 3.9905
C -0.4317 7.6093 4.0802
C 0.4794 8.2834 3.3723
O 0.2878 9.5899 3.1062
O 0.7590 4.1950 3.4099
H 2.3196 8.3212 2.3555
H 2.5525 5.8670 2.4094
H -1.2637 5.7166 4.3998
H -1.2519 8.0590 4.6200
H -0.6381 9.8304 3.1863
H 1.6532 3.8555 3.4917
C -1.2691 -3.8950 3.0150
C -1.6573 -2.6344 3.2549
C -0.9574 -1.8239 4.1318
C 0.2700 -2.2835 4.5850
C 0.8013 -3.5070 4.1385
C -0.0270 -4.3771 3.4579
O 0.3877 -5.5829 3.0165
O -1.5090 -0.6518 4.4768
H -1.8243 -4.4899 2.3049
H -2.5325 -2.2333 2.7655
H 0.9174 -1.5295 5.0078
H 1.8103 -3.8265 4.3537
H 1.3395 -5.6222 3.1361
H -1.2267 -0.4390 5.3693
C 5.1394 -3.2623 3.2820
C 6.4636 -2.6602 3.3947
C 7.5507 -3.3714 3.8273
C 7.3615 -4.6413 4.2427
C 6.0738 -5.3004 4.1173
C 4.9469 -4.5870 3.7091
O 3.7403 -5.1400 3.5823
O 8.7657 -2.7638 4.0085
H 4.3022 -2.7781 2.8013
H 6.6264 -1.6356 3.0945
H 8.2793 -5.1380 4.5207
H 5.8824 -6.3291 4.3849
H 3.6483 -6.0365 3.9130
H 8.7932 -1.9520 3.4969
C -5.5646 -2.7492 -3.4798
C -6.6122 -2.7834 -4.4263
C -6.4208 -2.4057 -5.7228
C -5.1639 -2.1500 -6.1787
C -4.0691 -2.1388 -5.3105
C -4.3142 -2.3260 -3.9464
O -3.3554 -2.0374 -2.9826
O -7.4893 -2.3432 -6.6133
H -5.7829 -2.9210 -2.4361
H -7.6273 -3.0090 -4.1347
H -5.0536 -2.0790 -7.2507
H -3.1148 -1.7936 -5.6802
H -2.8050 -2.7979 -3.1832
H -7.4018 -1.7338 -7.3499
C 5.6571 -0.6267 6.0084
C 6.8540 -0.2748 6.6343
C 6.9211 -0.4853 7.9916
C 5.8192 -0.9744 8.7665
C 4.6534 -1.1938 8.0940
C 4.5286 -1.0584 6.7808
O 3.3602 -1.1880 6.1505
O 8.0586 -0.3974 8.7248
H 5.5508 -0.4095 4.9559
H 7.6236 0.2533 6.0910
H 5.8767 -1.1257 9.8343
H 3.7539 -1.5478 8.5758
H 3.3078 -0.8610 5.2494
H 7.9998 0.1726 9.4950
C -0.7907 -6.0729 -4.4019
C -0.8731 -7.3496 -4.9100
C -1.9448 -7.8261 -5.5392
C -3.0356 -6.9596 -5.8146
C -2.9499 -5.6610 -5.3626
C -1.8923 -5.1984 -4.6455
O -1.8107 -3.9951 -4.0384
O -2.0797 -9.1222 -5.9618
H 0.0592 -5.6863 -3.8591
H -0.0253 -8.0140 -4.8310
H -3.9815 -7.2590 -6.2411
H -3.7443 -4.9475 -5.5247
H -0.9395 -3.9134 -3.6436
H -2.9932 -9.2308 -6.2364
C -5.3653 -1.3194 3.7628
C -6.6587 -1.2749 4.3802
C -7.3757 -0.1290 4.2841
C -6.9271 1.0202 3.6045
C -5.6591 0.8778 3.0400
C -4.8341 -0.2077 3.2034
O -3.5238 -0.1171 2.7927
O -8.5823 -0.0366 4.8798
H -4.8395 -2.2444 3.9475
H -7.1071 -2.1365 4.8525
H -7.4033 1.9889 3.6380
H -5.3354 1.7433 2.4809
H -2.8542 -0.5171 3.3524
H -8.8928 0.8683 4.8005
C 3.3814 3.3470 -8.8994
C 2.2992 2.5413 -9.1244
C 1.4131 2.2987 -8.0543
C 1.6747 2.8926 -6.7937
C 2.7505 3.7629 -6.6357
C 3.6486 3.9147 -7.6823
O 4.8054 4.7257 -7.5297
O 0.4242 1.3533 -8.2465
H 4.1999 3.4860 -9.5903
H 2.2546 2.0507 -10.0855
H 1.0432 2.6983 -5.9394
H 3.0816 4.3072 -5.7636
H 5.5433 4.5333 -8.1130
H 0.3116 0.8198 -7.4565
C -1.5774 -7.1677 0.0472
C -1.1718 -5.8319 0.0182
C -1.9771 -4.9747 -0.7540
C -3.0296 -5.3187 -1.5023
C -3.4447 -6.6380 -1.5338
C -2.7492 -7.5693 -0.6832
O -3.1786 -8.8731 -0.7570
O -1.5811 -3.6646 -0.8406
H -0.9545 -7.9754 0.4020
H -0.2718 -5.5060 0.5184
H -3.5863 -4.5424 -2.0061
H -4.3273 -6.9590 -2.0671
H -2.6504 -9.5081 -0.2679
H -0.6739 -3.5487 -0.5486
*
```

Löwdin population analysis, charges in e, atoms 1 to 4:
1. Zn 0.71
2. O 0.10
3. C -0.32
4. O 0.24

Repeat the first record exactly.
Here is a structure of composition C11H9BrIrN2O2 from the OMol25 dataset. Energies are from ωB97M-V/def2-TZVPD.

Properties
* largest force on an atom: 0.39 eV Å⁻¹
* HOMO energy (alpha / beta): -12.635 / -12.570 eV
* Kohn-Sham gap (alpha / beta): 5.828 / 6.350 eV
* energy above the lowest of the compared OMol25 structures with the same formula, charge and spin: 12.7 kcal per mole

Structure (ORCA input):
```
! wB97M-V def2-TZVPD RIJCOSX def2/J DEFGRID3
* xyz 1 1
Ir 0.5723 -0.5151 1.6944
N -0.6579 0.3933 3.1003
N -0.2558 -0.0617 4.3697
C 0.7936 -0.9703 4.4901
O 1.1619 -1.3828 5.5438
O 1.3246 -1.3160 3.2972
H -0.5612 1.4065 3.0441
H -1.6299 0.1380 2.9305
H -0.7394 0.2734 5.1867
Br 2.1045 -1.7011 0.2018
C 1.3665 -1.0179 -1.4153
C 1.8860 -1.3802 -2.6291
C 1.3055 -0.8508 -3.7915
C 0.2418 0.0086 -3.7013
C -0.2832 0.3726 -2.4426
C -1.3790 1.2561 -2.3260
C -1.8938 1.6135 -1.0965
C -1.3257 1.0954 0.0583
C -0.2260 0.2026 0.0576
C 0.2856 -0.1476 -1.2561
H 2.7253 -2.0594 -2.6965
H 1.7065 -1.1291 -4.7558
H -0.2081 0.4181 -4.5965
H -1.8184 1.6572 -3.2317
H -2.7332 2.2920 -1.0367
H -1.7627 1.4048 1.0010
*
```

natural (NBO) population analysis, charges in e, atoms 1 to 4:
1. Ir 0.86
2. N -0.59
3. N -0.52
4. C 0.86

The highest largest force on an atom belongs to which entry?
C11H9Cl

The lowest largest force on an atom belongs to which entry?
C11H9BrIrN2O2

Among the records above, which one has the lowest largest force on an atom?
C11H9BrIrN2O2